1.
The following is a DFT calculation (ωB97M-V with the def2-TZVPD basis set) of a structure of composition C3H3HoO3 at a distorted geometry.

Calculated values
Energy above the lowest of the compared OMol25 structures with the same formula, charge and spin = 0.0 kcal/mol
Lowest unoccupied orbital energy (alpha / beta) = -8.771 / -12.823 eV
⟨S²⟩ = 6.00
Orbital gap (alpha / beta) = 9.8 / 4.6 eV
Highest occupied orbital energy (alpha / beta) = -18.546 / -17.414 eV
Total charge = +2
Multiplicity = 5

The geometry in XYZ format:
```
10
Properties=species:S:1:pos:R:3:forces:R:3
C -1.027 -0.227 0.714 -0.413 -1.229 4.622
C 0.272 0.691 -1.012 -5.269 0.810 1.254
O -0.887 0.077 -0.563 1.815 2.443 -2.976
O -0.238 -1.084 1.204 0.072 0.158 -0.102
C 1.325 -0.047 -1.338 3.699 -1.597 -0.106
H 0.208 1.774 -1.112 -0.100 -0.078 -0.067
H 2.242 0.535 -1.508 -0.132 -0.584 -0.313
H 1.344 -1.128 -1.201 -0.027 0.140 -0.417
O -1.903 0.316 1.447 0.306 -0.110 -1.256
Ho -1.336 -0.908 3.369 0.050 0.047 -0.639
```
Forces are in eV/Å.

Atomic partial charges in e from the Löwdin method, atoms 1 to 5: atom 1 (C): -0.735, atom 2 (C): 0.079, atom 3 (O): 0.163, atom 4 (O): -0.074, atom 5 (C): 0.335



2.
The following is a DFT calculation (ωB97M-V with the def2-TZVPD basis set) of a cluster of 2 separate species, C3H3IN2O in total at a distorted geometry.

Calculated values
Energy above the lowest of the compared OMol25 structures with the same formula, charge and spin = 141.7 kcal/mol
Lowest unoccupied orbital energy (alpha / beta) = -1.268 / -1.011 eV
Orbital gap (alpha / beta) = 8.1 / 8.3 eV
Highest occupied orbital energy (alpha / beta) = -9.354 / -9.353 eV
Multiplicity = 1

The geometry in XYZ format:
```
10
Properties=species:S:1:pos:R:3:forces:R:3
C -0.170 0.376 0.852 -1.288 0.561 2.935
C -1.342 1.143 0.951 0.990 -1.343 -1.777
C -0.059 0.286 -0.540 0.017 -0.267 -0.334
N -1.009 0.853 -1.204 1.443 -1.320 -1.323
N 1.954 -1.415 -0.621 1.092 3.317 -0.434
O -1.859 1.336 -0.293 -0.121 1.047 1.458
I 1.624 -3.206 -1.145 -0.408 -2.070 -0.748
H 0.350 -0.094 1.773 -0.630 1.046 -2.273
H -1.982 1.635 1.629 -0.129 -0.010 1.327
H 2.492 -0.913 -1.402 -0.966 -0.962 1.169
```
Forces are in eV/Å.

Atomic partial charges in e from the Löwdin method, atoms 1 to 5: atom 1 (C): -0.074, atom 2 (C): -0.093, atom 3 (C): -0.091, atom 4 (N): 0.019, atom 5 (N): -0.662



3.
The following is a DFT calculation (ωB97M-V with the def2-TZVPD basis set) of the molecule C3H3IN2O at a distorted geometry.

Calculated values
Energy above the lowest of the compared OMol25 structures with the same formula, charge and spin = 41.3 kcal/mol
Lowest unoccupied orbital energy = -0.349 eV
SMILES = O[C@H]1C=NN=C1I
Orbital gap = 9.4 eV
Highest occupied orbital energy = -9.798 eV
Multiplicity = 1

The geometry in XYZ format:
```
10
Properties=species:S:1:pos:R:3:forces:R:3
C 0.197 0.196 -0.442 0.406 -1.087 1.493
C 0.757 -0.155 0.974 0.643 1.192 -2.637
C -1.103 -0.581 -0.232 -0.192 0.827 0.600
N -0.003 -0.904 1.625 0.337 -0.396 1.602
N -1.159 -1.221 0.893 -0.746 0.468 -2.336
O 0.355 1.546 -0.840 -0.414 -0.419 0.881
I -2.404 -0.590 -1.839 -0.226 -0.261 0.348
H 0.643 -0.395 -1.234 0.632 -0.589 -0.015
H 1.720 0.247 1.280 -0.153 -0.313 0.476
H 0.998 1.855 -0.185 -0.287 0.577 -0.411
```
Forces are in eV/Å.

Atomic partial charges in e from the Löwdin method, atoms 1 to 5: atom 1 (C): -0.392, atom 2 (C): -0.104, atom 3 (C): -0.784, atom 4 (N): 0.026, atom 5 (N): 0.015